[1]
{
  "formula": "CrHO2S",
  "method": "wB97M-V/def2-TZVPD",
  "multiplicity": 5,
  "relative_energy_kcal_mol": 21.3,
  "charge": 1,
  "symbols": ["S", "O", "Cr", "O", "H"],
  "coordinates": [[-1.0727, -0.9817, 0.4222], [0.2115, -0.5553, -0.3184], [1.1224, 1.1654, 0.0076], [-1.2788, 0.0109, 1.5031], [1.0176, 0.3607, -1.6146]]
}

[2]
{
  "formula": "C25H22BaF6GeIN3O4S4Se",
  "method": "wB97M-V/def2-TZVPD",
  "charge": -2,
  "symbols": ["Ba", "F", "C", "F", "F", "S", "O", "O", "N", "S", "O", "O", "C", "F", "F", "F", "I", "C", "C", "C", "C", "C", "C", "C", "C", "C", "C", "H", "H", "H", "H", "H", "H", "S", "C", "C", "C", "C", "N", "C", "C", "C", "S", "C", "N", "H", "H", "C", "Ge", "C", "C", "C", "Se", "C", "H", "H", "H", "H", "H", "H", "H", "H", "H", "H", "H", "H", "H", "H"],
  "coordinates": [[-2.2518, -0.2370, -0.8997], [-7.7382, -0.4194, -1.3718], [-6.7466, 0.0633, -2.1292], [-6.8228, -0.5058, -3.3321], [-6.9118, 1.3756, -2.2499], [-5.1233, -0.3326, -1.2917], [-4.5989, 0.9367, -0.8307], [-5.4039, -1.3227, -0.3100], [-4.1409, -0.9988, -2.5272], [-3.5220, 0.1388, -3.6084], [-4.4616, 1.1491, -3.9700], [-2.1478, 0.5397, -3.3095], [-3.3001, -0.9298, -5.1065], [-2.9422, -0.1340, -6.1150], [-2.3526, -1.8389, -4.9154], [-4.4339, -1.5444, -5.4279], [-1.9496, 3.6218, -1.2615], [-0.6691, 4.1058, 0.3321], [-0.3927, 5.4199, 0.5813], [0.4848, 5.7548, 1.6315], [1.0435, 4.7678, 2.3909], [0.7511, 3.4027, 2.1494], [1.3125, 2.3887, 2.9542], [1.0107, 1.0798, 2.6924], [0.1483, 0.7418, 1.6283], [-0.4647, 1.6668, 0.7915], [-0.1283, 3.0253, 1.0868], [-0.8416, 6.1967, -0.0243], [0.7105, 6.7967, 1.8276], [1.7260, 5.0144, 3.1985], [1.9721, 2.6667, 3.7702], [1.4260, 0.2920, 3.3141], [-0.0566, -0.3200, 1.4989], [-2.7240, -1.3687, 2.1030], [-1.5668, -2.6191, 2.4369], [-1.4808, -3.0532, 3.7702], [-0.6360, -4.0689, 4.1983], [-0.6312, -4.4522, 5.5641], [-0.6405, -4.7580, 6.6755], [0.1928, -4.7060, 3.2552], [0.1367, -4.2771, 1.9304], [-0.7015, -3.2549, 1.4850], [-0.6029, -2.8534, -0.2154], [1.0605, -5.7639, 3.6146], [1.7671, -6.6343, 3.8868], [-2.1177, -2.5641, 4.4947], [0.7747, -4.7593, 1.2019], [3.6866, 2.2265, 0.0970], [4.0428, 0.4354, -0.6135], [4.8383, 0.6000, -2.4099], [5.3308, -0.5328, 0.5374], [2.3655, -0.5612, -0.7066], [1.1346, 0.2147, -2.0127], [1.3986, -1.1090, -3.4177], [4.5097, 2.9058, -0.1309], [3.5375, 2.1926, 1.1763], [2.7721, 2.6350, -0.3360], [5.5884, 1.3925, -2.4157], [4.0730, 0.8547, -3.1441], [5.3150, -0.3322, -2.7165], [6.2692, 0.0184, 0.6218], [5.5483, -1.5178, 0.1224], [4.9240, -0.6690, 1.5395], [1.8463, -0.5197, 0.2492], [2.4873, -1.6146, -0.9557], [2.4472, -1.1586, -3.7104], [0.8039, -0.8045, -4.2775], [1.0665, -2.0846, -3.0651]]
}

[3]
{
  "formula": "C33H43IN4O5PSSn",
  "method": "wB97M-V/def2-TZVPD",
  "relative_energy_kcal_mol": 5.4,
  "charge": 3,
  "symbols": ["Sn", "I", "C", "C", "C", "C", "C", "C", "C", "C", "C", "C", "H", "H", "H", "H", "H", "H", "C", "C", "C", "C", "C", "C", "C", "C", "N", "C", "C", "C", "C", "N", "C", "C", "C", "C", "C", "C", "C", "C", "H", "H", "H", "H", "H", "H", "H", "H", "H", "H", "H", "H", "H", "H", "H", "H", "H", "H", "H", "H", "H", "H", "H", "H", "N", "C", "P", "O", "O", "C", "N", "H", "H", "H", "H", "H", "H", "H", "H", "H", "H", "C", "S", "O", "O", "O", "H", "H", "H"],
  "coordinates": [[0.5952, 0.1156, -0.2024], [-1.2455, -1.6696, 1.5452], [0.5254, -2.6643, 2.0766], [0.3963, -3.5880, 3.0739], [1.5122, -4.3510, 3.4622], [2.6978, -4.1695, 2.8158], [2.8356, -3.2114, 1.7830], [4.0871, -3.0723, 1.1324], [4.2620, -2.1599, 0.1400], [3.1929, -1.3150, -0.2169], [1.9657, -1.4126, 0.3806], [1.7353, -2.3953, 1.3897], [-0.5540, -3.7429, 3.5673], [1.4120, -5.0790, 4.2549], [3.5638, -4.7621, 3.0820], [4.9007, -3.7168, 1.4407], [5.2127, -2.0637, -0.3666], [3.3796, -0.5649, -0.9687], [3.6485, 1.4472, 1.5131], [2.9335, 0.7130, 2.6149], [3.6664, 0.0334, 3.5790], [3.0395, -0.5434, 4.6712], [1.6731, -0.3987, 4.8482], [0.8933, 0.2859, 3.9220], [-0.5599, 0.5358, 4.2287], [1.5475, 0.7843, 2.7870], [0.7511, 1.3165, 1.7079], [0.1585, 2.4410, 1.7604], [0.3097, 3.4411, 2.8490], [-0.7562, 2.7524, 0.5876], [-1.5613, 3.9989, 0.6565], [-0.7995, 1.8966, -0.3623], [-1.6137, 2.1781, -1.5332], [-1.1633, 3.1275, -2.4518], [0.0410, 3.9950, -2.2139], [-1.9437, 3.3389, -3.5910], [-3.1413, 2.6723, -3.7752], [-3.6016, 1.7874, -2.8031], [-2.8520, 1.5356, -1.6601], [-3.4199, 0.6936, -0.5544], [4.5393, 0.9059, 1.2011], [3.9728, 2.4259, 1.8759], [3.0358, 1.6247, 0.6289], [4.7427, -0.0280, 3.4758], [3.6234, -1.0775, 5.4088], [1.1991, -0.8032, 5.7338], [-0.9761, -0.2883, 4.8060], [-1.1811, 0.6652, 3.3411], [-0.6632, 1.4327, 4.8432], [0.9933, 3.0852, 3.6137], [-0.6528, 3.6789, 3.3047], [0.7007, 4.3706, 2.4265], [-2.1941, 3.9608, 1.5478], [-2.1877, 4.1387, -0.2179], [-0.9060, 4.8630, 0.7810], [-0.2569, 4.9017, -1.6806], [0.4722, 4.3109, -3.1602], [0.8171, 3.4971, -1.6371], [-1.6145, 4.0704, -4.3185], [-3.7471, 2.8788, -4.6485], [-4.5798, 1.3327, -2.9060], [-4.3536, 0.2263, -0.8643], [-3.6448, 1.3016, 0.3256], [-2.7240, -0.0839, -0.2469], [-0.8369, -0.0913, -4.5206], [-0.6022, -1.5383, -4.2293], [-0.6883, -1.9771, -2.4483], [0.2061, -3.0981, -2.0883], [-0.6557, -0.6304, -1.7042], [-2.3798, -2.7028, -2.1382], [-2.1356, -4.1482, -1.7913], [-0.9089, 0.0623, -5.5282], [-0.0316, 0.5003, -4.1830], [-1.6867, 0.2901, -4.0878], [0.4010, -1.7913, -4.5666], [-1.3198, -2.1366, -4.7913], [-3.0690, -2.6406, -2.9772], [-2.8340, -2.2126, -1.2793], [-1.0939, -4.2298, -1.6812], [-2.4310, -4.7878, -2.5301], [-2.6042, -4.4314, -0.9308], [3.5796, 1.4250, -3.3725], [2.0013, 0.7488, -3.0204], [2.0153, -0.6880, -3.1174], [1.0189, 1.3984, -3.8700], [1.7618, 1.1574, -1.5540], [3.7341, 1.3243, -4.4455], [4.3318, 0.8589, -2.8278], [3.5840, 2.4733, -3.0830]]
}

[4]
{
  "formula": "C8H10",
  "method": "wB97M-V/def2-TZVPD",
  "multiplicity": 2,
  "relative_energy_kcal_mol": 14.2,
  "charge": -1,
  "symbols": ["C", "C", "C", "C", "C", "C", "C", "C", "H", "H", "H", "H", "H", "H", "H", "H", "H", "H"],
  "coordinates": [[0.1717, 0.2152, 2.6095], [0.2416, -0.9256, 1.4632], [-1.3479, -0.1625, -0.5011], [-0.0937, -0.3264, 0.1403], [0.9863, 0.2651, -0.5341], [0.8450, 0.9880, -1.7481], [-0.1992, 0.5191, -2.5526], [-1.3245, -0.0284, -1.9497], [-0.0250, 1.1392, 2.0747], [-0.4882, -0.1310, 3.3966], [1.2181, 0.3141, 2.8916], [-0.3630, -1.7830, 1.7906], [1.2771, -1.2569, 1.4921], [-2.2060, -0.6644, -0.0577], [2.0046, 0.0361, -0.1917], [1.6815, 1.4969, -2.2184], [-0.1960, 0.7276, -3.6254], [-2.1825, -0.4230, -2.4798]]
}

| no. | calculated total energy (hartree) |
| --- | --- |
| 1 | -1593.31474 |
| 2 | -8424.67225 |
| 3 | -3129.32923 |
| 4 | -310.75388 |